1.
{
  "formula": "C40H38AsMoO7P2S3Si",
  "method": "ωB97M-V/def2-TZVPD",
  "elements": ["Mo", "O", "C", "C", "C", "C", "C", "C", "C", "P", "C", "C", "C", "C", "C", "C", "C", "C", "C", "C", "C", "C", "H", "H", "H", "H", "H", "H", "H", "H", "H", "H", "H", "H", "H", "H", "O", "As", "O", "O", "C", "C", "C", "C", "C", "C", "S", "O", "O", "O", "H", "H", "H", "H", "H", "C", "Si", "C", "C", "H", "H", "H", "H", "H", "H", "H", "H", "H", "S", "P", "S", "C", "C", "C", "C", "C", "C", "C", "C", "C", "C", "C", "C", "H", "H", "H", "H", "H", "H", "H", "H", "H", "H"],
  "xyz": [[1.0576, 0.2831, 0.3789], [2.9593, 2.1883, 1.6759], [1.7768, 2.0841, 1.4750], [0.9119, 3.2975, 1.6693], [1.2446, 4.2714, 2.6073], [0.4734, 5.4161, 2.6926], [-0.6045, 5.6109, 1.8294], [-0.9234, 4.6551, 0.8809], [-0.1592, 3.4932, 0.8122], [-0.4390, 2.1403, -0.3327], [-2.2390, 1.9524, -0.3384], [-2.9942, 2.0505, -1.5027], [-4.3805, 2.0135, -1.4306], [-5.0124, 1.8979, -0.2035], [-4.2613, 1.8112, 0.9617], [-2.8801, 1.8350, 0.8960], [0.1057, 2.6064, -1.9849], [-0.0161, 1.6823, -3.0236], [0.5231, 1.9702, -4.2653], [1.1956, 3.1684, -4.4708], [1.3283, 4.0811, -3.4359], [0.7890, 3.8009, -2.1894], [2.0999, 4.1186, 3.2521], [0.7106, 6.1708, 3.4306], [-1.1939, 6.5153, 1.9009], [-1.7587, 4.8022, 0.2071], [-2.5122, 2.1693, -2.4628], [-4.9640, 2.0877, -2.3389], [-6.0933, 1.8800, -0.1514], [-4.7476, 1.7192, 1.9237], [-2.3042, 1.7820, 1.8133], [-0.5057, 0.7319, -2.8536], [0.4290, 1.2551, -5.0720], [1.6223, 3.3872, -5.4407], [1.8590, 5.0102, -3.5944], [0.9068, 4.5090, -1.3787], [4.4688, 1.6974, -2.3070], [3.9330, 0.3466, -1.3469], [4.9138, 0.0228, -0.1124], [2.3281, 0.8720, -0.8761], [3.5924, -0.9726, -2.6932], [4.4099, -0.9320, -3.8137], [4.2995, -1.9079, -4.7973], [3.3803, -2.9304, -4.6581], [2.5566, -2.9795, -3.5409], [2.6587, -2.0020, -2.5647], [1.4805, -2.0999, -1.2426], [1.0012, -3.4462, -1.1982], [2.1758, -1.6425, 0.0052], [0.4501, -1.0695, -1.5094], [5.1566, 2.1728, -1.8199], [5.1346, -0.1363, -3.9188], [4.9433, -1.8673, -5.6653], [3.2991, -3.6993, -5.4144], [1.8382, -3.7770, -3.4147], [3.9496, -0.4115, 2.7294], [2.1108, -0.3484, 2.8826], [1.3959, 0.8079, 4.1613], [1.5357, -2.0968, 3.2087], [4.3057, -0.7378, 3.7144], [4.4378, 0.5157, 2.4537], [4.2244, -1.1735, 2.0000], [1.4649, 0.3125, 5.1340], [0.3394, 1.0105, 3.9740], [1.9331, 1.7535, 4.2220], [2.1989, -2.5193, 3.9703], [1.6144, -2.7205, 2.3173], [0.5133, -2.1440, 3.5875], [-3.3717, -0.8581, 3.3979], [-2.5265, -1.7573, 1.9431], [-0.6199, -0.6556, 1.3735], [-3.3607, -1.7737, 0.3523], [-4.7535, -1.8181, 0.3865], [-5.4636, -1.9575, -0.7953], [-4.7904, -2.0353, -2.0045], [-3.4033, -1.9685, -2.0390], [-2.6815, -1.8411, -0.8646], [-1.7594, -3.3358, 2.2908], [-1.8523, -3.8473, 3.5836], [-1.2373, -5.0522, 3.8828], [-0.5261, -5.7315, 2.9040], [-0.4312, -5.2171, 1.6168], [-1.0525, -4.0220, 1.3034], [-5.2736, -1.7484, 1.3332], [-6.5442, -2.0019, -0.7682], [-5.3470, -2.1415, -2.9266], [-2.8782, -2.0186, -2.9839], [-1.6014, -1.7688, -0.9139], [-2.3979, -3.3020, 4.3421], [-1.3105, -5.4575, 4.8830], [-0.0402, -6.6678, 3.1455], [0.1322, -5.7366, 0.8539], [-0.9572, -3.6317, 0.2998]],
  "atomic_forces_ev_per_a": [[0.43, -0.27, -0.69], [0.00, 0.06, -0.09], [0.00, -0.12, 0.16], [-0.03, 0.01, 0.06], [0.00, -0.02, 0.00], [0.01, 0.00, 0.00], [-0.01, 0.01, -0.01], [-0.01, 0.00, 0.01], [0.00, -0.06, 0.04], [0.07, 0.10, 0.01], [0.00, 0.03, -0.06], [0.02, -0.05, 0.01], [0.00, -0.01, -0.04], [-0.03, -0.02, 0.01], [0.00, -0.04, 0.02], [0.02, -0.01, 0.01], [0.06, 0.10, 0.02], [-0.01, 0.01, 0.02], [-0.01, 0.00, 0.00], [0.01, 0.01, -0.01], [0.01, 0.00, -0.02], [-0.05, 0.02, 0.01], [0.00, 0.01, 0.00], [0.00, 0.00, 0.00], [0.00, 0.00, 0.00], [0.00, 0.00, 0.01], [0.02, 0.00, -0.02], [0.00, 0.00, 0.00], [0.00, 0.00, 0.00], [0.00, 0.00, -0.01], [0.01, 0.00, 0.00], [-0.01, -0.03, -0.01], [0.00, 0.00, 0.00], [0.00, 0.00, 0.00], [0.00, 0.00, 0.00], [0.01, 0.00, -0.01], [-0.05, 0.00, -0.03], [0.07, -0.02, 0.04], [0.05, -0.01, -0.10], [-0.26, 0.08, 0.20], [-0.02, 0.00, 0.04], [0.02, 0.01, 0.00], [0.03, 0.04, 0.01], [-0.03, -0.04, 0.01], [-0.01, -0.01, -0.01], [-0.02, -0.05, -0.02], [0.05, -0.14, -0.01], [-0.04, 0.05, 0.05], [0.07, 0.14, 0.11], [0.08, 0.00, 0.12], [0.00, -0.01, 0.02], [0.00, 0.00, 0.00], [0.00, 0.01, 0.00], [0.00, 0.00, 0.00], [0.00, 0.00, -0.01], [0.00, -0.02, 0.01], [0.09, -0.03, -0.05], [-0.01, -0.02, -0.01], [-0.04, 0.03, -0.04], [0.00, 0.00, 0.00], [-0.03, 0.00, 0.00], [0.03, 0.02, -0.01], [0.02, 0.00, 0.01], [0.00, 0.01, 0.02], [0.00, -0.01, 0.00], [0.02, 0.02, -0.01], [-0.01, -0.01, 0.01], [0.00, 0.02, -0.01], [-0.01, -0.01, -0.03], [0.02, 0.00, -0.02], [-0.50, 0.23, 0.25], [0.08, -0.02, -0.03], [-0.02, -0.02, 0.05], [-0.03, 0.03, 0.03], [0.03, 0.01, -0.04], [-0.03, -0.01, -0.02], [0.03, 0.04, 0.04], [-0.03, -0.02, 0.02], [0.01, 0.02, -0.01], [0.00, -0.01, 0.02], [0.01, -0.02, 0.01], [0.00, 0.02, -0.02], [0.01, 0.00, -0.01], [-0.01, 0.00, 0.00], [0.01, 0.00, 0.00], [0.00, 0.00, 0.01], [0.00, 0.00, 0.00], [-0.07, -0.03, 0.01], [-0.01, 0.00, 0.00], [0.00, 0.00, 0.00], [0.00, 0.00, 0.00], [0.00, -0.01, 0.00], [-0.02, 0.02, -0.03]],
  "e_tot_ev": -178081.262,
  "homo_energy_ev": -11.1,
  "total_charge": 1
}

***

2.
{
  "formula": "C40H38BCdF3N17P",
  "method": "ωB97M-V/def2-TZVPD",
  "elements": ["Cd", "C", "C", "C", "C", "N", "N", "B", "N", "C", "C", "C", "C", "N", "N", "C", "C", "C", "C", "N", "N", "C", "C", "C", "C", "N", "H", "H", "H", "H", "H", "H", "H", "H", "H", "H", "H", "H", "H", "H", "H", "H", "H", "H", "H", "H", "N", "C", "N", "N", "N", "N", "C", "N", "N", "N", "N", "H", "F", "C", "F", "F", "C", "C", "C", "C", "C", "C", "C", "C", "H", "H", "H", "H", "C", "P", "C", "C", "C", "C", "C", "C", "C", "C", "C", "C", "C", "C", "H", "H", "H", "H", "H", "H", "H", "H", "H", "H", "H", "H", "H"],
  "xyz": [[0.0491, 1.1461, 0.3933], [0.5113, -0.8925, -2.6552], [0.8385, -1.5264, -1.3482], [1.5146, -2.7399, -1.1334], [1.5961, -2.8674, 0.2322], [0.9909, -1.8023, 0.7950], [0.5265, -0.9843, -0.1748], [0.9821, -1.4850, 2.3116], [-0.3697, -0.9469, 2.8364], [-0.9346, -1.2143, 4.0283], [-1.9732, -0.3321, 4.2195], [-1.9594, 0.4892, 3.0818], [-2.8763, 1.6255, 2.7848], [-0.9914, 0.1063, 2.2591], [2.0189, -0.3856, 2.6163], [2.6851, -0.1498, 3.7646], [3.3119, 1.0688, 3.6521], [2.9476, 1.5425, 2.3778], [3.3290, 2.8425, 1.7519], [2.1639, 0.6597, 1.7719], [1.3021, -2.7997, 3.0226], [2.4849, -3.3105, 3.4287], [2.2741, -4.6131, 3.8139], [0.8969, -4.8276, 3.5957], [0.1029, -6.0738, 3.8213], [0.3301, -3.7325, 3.1177], [0.0222, -1.6123, -3.3145], [-0.1472, -0.0402, -2.5157], [1.4239, -0.5507, -3.1457], [1.8862, -3.4184, -1.8819], [2.0439, -3.6472, 0.8248], [-0.5945, -2.0151, 4.6584], [-2.6569, -0.2754, 5.0490], [-3.8925, 1.3896, 3.0999], [-2.5447, 2.5193, 3.3180], [-2.8719, 1.8377, 1.7197], [2.6797, -0.8556, 4.5784], [3.9284, 1.5657, 4.3816], [4.2561, 3.2112, 2.1900], [3.4416, 2.7371, 0.6749], [2.5469, 3.5813, 1.9365], [3.3883, -2.7247, 3.4088], [2.9981, -5.3157, 4.1904], [0.6300, -6.7449, 4.4981], [-0.8699, -5.8248, 4.2434], [-0.0639, -6.5951, 2.8770], [-1.2774, 4.4934, -0.2638], [-0.7906, 4.2459, 0.9852], [-0.7677, 5.1856, 1.9385], [-0.2640, 4.5680, 2.9870], [0.0082, 3.3150, 2.6958], [-0.3200, 3.0728, 1.4398], [-1.5480, 3.5858, -1.2297], [-2.1236, 3.9270, -2.3953], [-2.2731, 2.7834, -3.0179], [-1.8176, 1.7897, -2.2758], [-1.3591, 2.2540, -1.1387], [-1.5668, 5.4458, -0.4492], [7.3170, 4.6489, -4.9975], [7.2479, 3.3270, -4.7052], [8.3759, 3.0276, -4.0312], [7.3357, 2.6872, -5.8984], [6.0038, 2.9755, -3.9599], [6.0621, 2.3529, -2.7198], [4.8904, 2.0633, -2.0447], [3.6451, 2.3993, -2.5924], [3.6051, 3.0006, -3.8564], [4.7753, 3.2867, -4.5328], [2.4598, 2.1384, -1.8429], [1.5176, 1.8979, -1.1059], [7.0189, 2.1009, -2.2837], [4.9227, 1.5768, -1.0791], [2.6483, 3.2456, -4.2966], [4.7437, 3.7581, -5.5071], [-2.9049, -2.0445, 0.8800], [-2.5959, -0.7544, -0.4143], [-2.5792, -1.8495, -1.8885], [-3.0226, -1.3562, -3.1166], [-2.9127, -2.1236, -4.2643], [-2.3584, -3.3952, -4.2009], [-1.9241, -3.8985, -2.9844], [-2.0286, -3.1284, -1.8343], [-4.3370, -0.1407, -0.5796], [-4.6083, 1.2114, -0.3965], [-5.9076, 1.6995, -0.4370], [-6.9620, 0.8352, -0.6836], [-6.7029, -0.5094, -0.9143], [-5.4047, -0.9910, -0.8674], [-1.9572, -2.4984, 1.1746], [-3.5863, -2.8184, 0.5263], [-3.3288, -1.5614, 1.7597], [-3.4363, -0.3574, -3.1672], [-3.2460, -1.7245, -5.2143], [-2.2647, -3.9898, -5.1013], [-1.4964, -4.8925, -2.9320], [-1.6617, -3.5211, -0.8946], [-3.7884, 1.8943, -0.2214], [-6.0912, 2.7570, -0.2920], [-7.9788, 1.2078, -0.6991], [-7.5201, -1.1833, -1.1425], [-5.2203, -2.0390, -1.0725]],
  "atomic_forces_ev_per_a": [[0.63, -0.50, -0.38], [-0.04, -0.02, 0.04], [0.09, -0.19, 0.14], [0.02, 0.06, 0.02], [-0.01, -0.07, -0.14], [-0.03, -0.22, 0.11], [0.09, -0.49, -0.17], [-0.02, 0.26, -0.24], [-0.19, -0.26, 0.16], [-0.23, 0.07, -0.02], [0.05, 0.09, -0.07], [-0.10, -0.19, 0.14], [0.20, 0.04, 0.01], [0.15, 0.10, 0.14], [0.33, -0.17, 0.31], [0.07, 0.05, 0.02], [-0.03, 0.02, -0.04], [0.06, -0.12, 0.16], [-0.14, -0.04, -0.01], [-0.04, -0.03, 0.01], [0.13, 0.03, 0.30], [0.10, 0.01, 0.01], [-0.02, -0.04, -0.04], [0.14, 0.13, -0.01], [0.01, 0.12, -0.08], [-0.20, -0.18, -0.07], [-0.04, -0.02, 0.03], [-0.01, 0.06, -0.08], [-0.01, 0.09, 0.05], [0.01, -0.02, 0.00], [-0.05, 0.01, 0.06], [0.09, -0.07, -0.09], [0.03, -0.03, 0.05], [-0.02, 0.01, -0.05], [-0.05, 0.03, -0.03], [-0.05, 0.06, -0.06], [-0.06, 0.00, 0.00], [0.03, -0.03, 0.01], [0.02, 0.02, -0.02], [-0.02, 0.02, -0.01], [0.04, 0.06, -0.02], [-0.01, 0.02, -0.05], [0.03, 0.02, 0.02], [-0.04, -0.03, 0.01], [-0.01, -0.06, 0.01], [-0.01, -0.05, 0.03], [-0.17, -0.29, -0.19], [0.18, -0.21, 0.43], [-0.02, 0.04, -0.32], [-0.02, 0.28, 0.13], [-0.03, -0.22, -0.07], [-0.29, 1.04, 0.41], [0.08, -0.02, 0.25], [-0.02, -0.06, -0.15], [-0.19, 0.72, -0.41], [0.22, -0.38, 0.63], [-0.76, 0.36, -0.47], [0.05, 0.01, -0.02], [-0.03, -0.09, 0.03], [0.17, 0.03, -0.16], [-0.09, 0.00, 0.00], [-0.03, 0.04, 0.09], [0.08, -0.02, 0.02], [-0.04, 0.04, -0.07], [0.03, 0.05, -0.09], [-0.04, -0.06, 0.12], [0.12, 0.02, -0.05], [0.01, -0.02, 0.04], [-0.02, 0.04, -0.03], [0.34, 0.21, -0.24], [0.00, 0.01, 0.00], [-0.03, 0.01, 0.01], [-0.03, 0.00, 0.04], [-0.02, 0.01, 0.00], [0.18, 0.15, -0.08], [-0.71, -0.32, 0.00], [0.12, 0.09, 0.00], [0.10, -0.04, 0.00], [0.00, 0.04, 0.00], [-0.01, -0.06, -0.06], [0.02, -0.03, -0.04], [-0.03, 0.07, -0.02], [0.03, -0.02, -0.07], [0.06, -0.04, 0.04], [-0.06, 0.02, -0.04], [0.04, 0.07, 0.04], [-0.06, -0.08, -0.04], [-0.09, 0.04, 0.03], [0.00, -0.02, 0.05], [-0.02, 0.00, 0.01], [0.04, 0.03, 0.04], [0.00, 0.03, -0.05], [-0.02, 0.01, 0.01], [-0.01, -0.02, 0.00], [0.03, 0.01, 0.02], [0.01, -0.02, 0.00], [0.04, 0.03, 0.01], [0.00, -0.01, 0.03], [0.00, -0.01, -0.05], [0.01, -0.02, 0.03], [0.03, -0.02, 0.04]],
  "s2": 0.765,
  "e_tot_ev": -90113.220,
  "homo_energy_ev": [-5.8, -5.8],
  "spin_multiplicity": 2,
  "total_charge": -1
}

***

These records have relative energy (zero: lowest compared OMol25 entry of this formula, charge and spin) values of 0.0 92.3 kJ/mol, in the order they appear.
These records have molar mass values of 987.83 968.06 u, in the order they appear.